Record 1
68
Properties=species:S:1:pos:R:3:forces:R:3 method="wB97M-V/def2-TZVPD" s_squared=3.8404 gap_ev="5.791 / 6.808" e_tot_ev=-82692.623 de_lowest_kcal_mol=0.0 total_charge=+3 spin_multiplicity=4
Cr -0.032294 1.125014 -0.536499 1.98 0.29 2.29
P -2.287661 0.960902 -1.146291 -2.02 -0.21 -0.72
P 0.394687 -4.365751 -0.037804 -0.01 -0.26 0.19
P -0.014890 3.409867 0.297014 0.59 1.04 0.45
H -0.144688 -0.513317 -2.923730 -0.08 -0.28 0.19
C 0.382860 -0.374778 -1.971469 0.38 -1.25 -1.72
C 1.582174 -1.309301 -1.957197 1.74 -1.24 0.87
H 1.332086 -2.290878 -2.367086 -0.15 0.24 -0.08
C -2.465765 1.146487 -2.942009 0.11 0.19 -0.20
C -3.117807 -0.639503 -0.840977 0.11 -0.31 0.20
C -3.562209 2.063583 -0.501399 -0.09 0.43 0.20
C 0.651504 -6.079003 -0.491482 0.29 -0.15 -0.16
C -0.173203 -4.331847 1.669842 0.16 0.16 0.37
C -0.914353 -3.664913 -1.063743 -0.26 0.23 -0.34
C 1.213513 3.569059 1.633400 0.15 -0.29 0.22
C -1.454453 4.252878 1.049587 -0.37 -0.20 -0.06
C 0.517184 4.554804 -1.016368 -0.11 -0.23 -0.31
H 0.779735 0.695130 -2.059931 0.04 -1.11 -0.41
H 2.392327 -0.908453 -2.583351 -0.22 0.03 0.27
H -3.505527 1.419656 -3.158876 0.26 -0.14 -0.17
H -2.207333 0.213234 -3.455689 -0.13 0.25 0.03
H -1.800558 1.942588 -3.295061 -0.22 -0.08 -0.13
H -4.200602 -0.512732 -0.982770 0.31 -0.04 -0.10
H -2.959185 -0.982146 0.187497 -0.01 0.10 -0.08
H -2.756479 -1.417862 -1.521559 -0.10 0.17 0.04
H -4.418698 1.990888 -1.181294 0.04 0.05 0.26
H -3.230328 3.100679 -0.456530 -0.15 -0.12 -0.10
H -3.873511 1.747034 0.499414 -0.01 0.06 -0.12
H 0.047882 -6.722701 0.159303 0.11 0.13 -0.19
H 1.710830 -6.328215 -0.368797 -0.19 -0.10 -0.03
H 0.355994 -6.231929 -1.534750 0.17 -0.05 0.17
H -0.679705 -5.283337 1.887713 0.14 0.31 -0.05
H -0.873764 -3.504585 1.840571 0.24 -0.21 -0.06
H 0.689542 -4.222989 2.339729 -0.24 -0.13 -0.05
H -1.234234 -4.421656 -1.795187 0.05 0.30 0.18
H -0.559194 -2.777092 -1.609647 -0.20 -0.49 0.21
H -1.777585 -3.388490 -0.439846 0.31 -0.15 -0.20
H 0.918665 4.358518 2.333035 0.08 -0.09 -0.22
H 2.205390 3.783577 1.226235 -0.22 -0.05 0.10
H 1.272718 2.622415 2.180612 0.10 0.14 -0.01
H -1.096412 5.062912 1.702061 -0.07 -0.24 -0.32
H -2.044394 3.563767 1.669238 0.05 0.31 -0.10
H -2.110784 4.674028 0.278461 0.15 -0.05 0.23
H 0.606441 5.587677 -0.655178 -0.05 -0.28 0.02
H -0.217341 4.518811 -1.831123 0.13 0.16 0.12
H 1.481786 4.227984 -1.420193 -0.15 0.16 0.08
C 2.678551 -0.551155 0.024968 0.95 0.07 0.01
C 2.126358 0.701755 -0.298911 -0.52 0.17 -0.55
C 3.029348 1.756407 -0.295664 0.21 0.49 0.87
C 4.214907 1.668766 0.446346 0.03 0.21 -0.24
C 4.569175 0.477615 1.071378 -0.13 0.01 0.50
C 3.817520 -0.674352 0.843124 -0.74 0.05 -0.85
O 2.219891 -1.712249 -0.629303 -2.11 1.84 -1.03
H 1.589294 -3.592589 -0.193266 -0.69 -0.46 0.09
H -0.353491 -0.706359 -1.176864 0.43 0.64 -0.27
H 2.803460 2.675696 -0.850948 0.04 -0.18 0.58
H 4.825097 2.559806 0.574424 0.09 -0.26 -0.20
H 5.443320 0.434418 1.723703 -0.22 0.01 -0.29
H 4.099003 -1.665934 1.200131 0.20 0.30 -0.19
N -1.305657 0.764487 2.134135 -0.01 0.24 0.19
C -1.238748 0.082923 3.286449 0.33 -0.30 -0.35
C -0.314224 -0.930453 3.088407 -0.10 -0.29 0.35
C 0.159343 -0.798377 1.793429 -0.50 0.87 0.19
N -0.439784 0.266568 1.207308 -0.03 -0.06 0.62
H -1.844627 1.623525 1.994535 0.44 -0.60 -0.21
H -1.825333 0.353305 4.151152 -0.02 0.01 -0.05
H -0.004836 -1.677449 3.796899 -0.05 0.02 0.14
H 0.929067 -1.376368 1.300695 -0.23 0.21 -0.08

---

Record 2
74
Properties=species:S:1:pos:R:3:forces:R:3 method="wB97M-V/def2-TZVPD" gap_ev=9.082 e_tot_ev=-51845.647 total_charge=0 smiles="C[C@@H](I)CC(=O)OCCCOC=O.CN(C)C=O.CN(C)C=O.CN(C)C=O.CN(C)C=O"
C 2.751938 2.113068 -1.738255 -0.03 0.13 -0.20
C 1.709966 1.383371 -2.575706 0.27 -0.22 0.42
I 1.703511 2.154984 -4.583162 -0.20 0.11 -0.04
C 1.920646 -0.150578 -2.617436 -0.03 0.13 -0.01
C 0.842454 -0.860532 -1.831057 0.10 0.01 -0.28
O 0.581678 -0.610949 -0.692716 -0.11 0.00 0.17
O 0.199046 -1.862147 -2.508000 -0.03 -0.03 0.06
C -0.988224 -1.545418 -3.250495 -0.07 -0.02 -0.06
C -1.580644 -0.178302 -2.952196 -0.13 0.02 -0.10
C -2.939782 -0.040936 -3.627329 0.23 -0.11 0.10
O -3.691076 1.067497 -3.112599 -0.19 -0.05 -0.25
C -4.378084 0.817777 -1.985546 0.15 -0.07 0.09
O -5.373029 1.398747 -1.691887 -0.11 0.25 0.13
H 3.697839 2.223377 -2.270522 0.03 -0.14 0.08
H 2.390165 3.103472 -1.466817 0.05 0.01 0.00
H 2.921582 1.566670 -0.809855 -0.05 0.04 0.01
H 0.726141 1.605927 -2.169627 -0.06 0.03 -0.19
H 1.950702 -0.546611 -3.628234 0.05 -0.01 0.03
H 2.870906 -0.372865 -2.125472 0.02 -0.06 -0.11
H -1.714294 -2.321455 -3.000339 0.04 -0.01 0.02
H -0.762076 -1.634861 -4.317432 0.06 0.01 0.02
H -0.929611 0.612747 -3.333592 0.02 0.03 0.16
H -1.703960 -0.050326 -1.874773 0.10 -0.02 -0.01
H -2.832916 0.152653 -4.692564 -0.02 0.03 0.01
H -3.520132 -0.963086 -3.522163 -0.03 0.05 0.06
H -3.917226 0.051358 -1.339463 -0.04 -0.15 -0.12
C 6.590254 3.476442 -3.445772 -0.01 0.00 0.00
O 6.064504 2.534465 -2.883669 0.01 0.02 -0.01
N 6.521326 3.699223 -4.773481 0.02 -0.01 0.00
C 7.159806 4.832829 -5.403044 -0.02 -0.03 0.00
C 5.769071 2.753522 -5.580704 0.02 0.00 0.07
H 7.177049 4.238456 -2.905931 0.00 0.00 0.00
H 6.424784 5.468098 -5.901813 0.01 0.01 0.00
H 7.895188 4.507067 -6.141913 0.01 0.01 0.00
H 7.670516 5.425494 -4.645852 0.00 0.00 0.00
H 4.734672 2.711661 -5.240944 -0.02 -0.03 -0.06
H 6.192444 1.752957 -5.484860 -0.01 -0.01 -0.03
H 5.802478 3.063975 -6.622653 0.00 0.02 0.01
C 1.717908 1.221079 1.734469 -0.01 0.09 -0.02
O 1.936330 2.397354 1.487433 -0.01 -0.02 0.05
N 1.221116 0.772026 2.899625 0.04 -0.01 0.03
C 0.941710 -0.632988 3.138713 -0.02 0.13 0.03
C 0.934090 1.735865 3.944751 -0.02 0.00 -0.03
H 1.899492 0.423249 1.001309 0.01 -0.05 0.04
H -0.117345 -0.775866 3.354163 0.05 -0.10 -0.03
H 1.536564 -1.000235 3.978510 0.01 -0.04 -0.01
H 1.195333 -1.204825 2.247569 -0.02 0.01 -0.01
H 0.208016 2.474293 3.601364 0.00 0.00 0.01
H 1.838502 2.271854 4.235634 0.00 0.00 0.01
H 0.531618 1.208458 4.806903 0.00 0.00 0.00
C -3.273916 -0.835880 3.662939 0.01 -0.05 -0.08
O -2.293720 -1.221702 3.046227 -0.08 0.04 0.00
N -4.076912 0.154644 3.225408 -0.02 0.02 0.07
C -5.237493 0.590943 3.971035 0.03 0.00 -0.03
C -3.756109 0.792786 1.962670 0.00 0.01 0.00
H -3.584631 -1.282490 4.618951 0.06 -0.02 0.01
H -6.150249 0.456866 3.386735 -0.01 0.00 0.01
H -5.152982 1.644821 4.244191 -0.01 0.00 0.01
H -5.318684 0.002121 4.883110 0.00 0.00 0.00
H -3.758139 0.055439 1.159415 0.00 0.00 -0.03
H -2.763716 1.244273 1.997542 0.00 0.00 -0.01
H -4.498295 1.558670 1.749176 0.00 -0.01 -0.01
C -2.786054 -4.548966 5.654268 0.10 0.03 -0.03
O -2.769534 -3.334221 5.724313 -0.12 -0.01 0.06
N -2.675306 -5.242721 4.505446 -0.02 0.01 0.00
C -2.682672 -6.687818 4.474825 -0.01 0.04 -0.01
C -2.539404 -4.498835 3.262247 0.01 -0.03 0.01
H -2.884344 -5.193930 6.544001 -0.01 0.00 0.00
H -1.751266 -7.073756 4.055172 0.00 -0.01 0.01
H -3.514302 -7.062083 3.873800 0.00 -0.01 0.01
H -2.789390 -7.071018 5.488454 0.00 -0.01 0.00
H -1.664590 -3.851067 3.287094 -0.01 0.03 0.00
H -3.406028 -3.858437 3.100907 0.00 0.00 -0.02
H -2.453216 -5.205707 2.439492 0.00 0.00 0.00

---

Record 3
68
Properties=species:S:1:pos:R:3:forces:R:3 method="wB97M-V/def2-TZVPD" s_squared=2.0612 gap_ev="4.528 / 4.168" e_tot_ev=-56110.710 de_lowest_kcal_mol=28.9 total_charge=+4 spin_multiplicity=3
Mo 0.044332 0.398645 -0.085001 -2.68 -0.89 -2.02
P 1.354698 0.631000 1.996434 0.74 0.48 1.69
P -0.236186 2.654828 -0.652944 -0.43 3.11 -0.96
P 1.939127 -0.009268 -1.393676 2.75 0.08 -1.59
H 0.652908 -4.181280 2.626981 0.13 0.37 0.25
C 1.557913 -3.554798 2.575833 -0.71 2.01 -1.47
C 2.012853 -3.023264 3.850164 -0.40 -1.66 -0.92
H 1.321582 -2.959862 4.688595 0.00 0.35 0.06
C 0.405251 -0.026284 3.412115 -0.28 0.11 0.22
C 1.756110 2.320358 2.575768 -0.02 0.19 -0.23
C 2.975719 -0.200859 2.197236 0.28 -0.08 -0.16
C -1.985390 2.972534 -0.236002 -0.12 -0.46 0.30
C 0.643661 4.103053 0.026905 0.28 -0.37 0.41
C -0.184826 3.030776 -2.443726 0.10 -0.58 -0.11
C 2.595780 -1.682407 -1.081737 -0.34 -0.24 0.27
C 3.380171 1.111974 -1.250883 -0.15 0.05 0.18
C 1.624872 -0.035627 -3.187023 -0.32 0.02 -0.06
H 2.338980 -4.028482 1.960468 -0.04 0.37 0.27
H 3.075551 -2.876944 4.035198 0.01 0.36 0.06
H 0.786120 -1.018489 3.690043 -0.26 0.38 0.02
H -0.653132 -0.113544 3.143780 0.30 -0.06 0.33
H 0.509669 0.660807 4.262469 -0.01 -0.31 -0.10
H 0.834243 2.874820 2.793011 0.23 -0.13 -0.02
H 2.331460 2.863046 1.815344 -0.10 -0.12 0.26
H 2.356509 2.248916 3.494276 -0.21 -0.01 -0.23
H 2.831812 -1.197627 2.636093 0.21 0.45 -0.32
H 3.590711 0.396806 2.884355 -0.14 -0.20 -0.16
H 3.511617 -0.297281 1.247311 0.00 -0.05 0.37
H -2.265866 3.967046 -0.609424 0.13 -0.18 0.11
H -2.116816 2.941760 0.853127 -0.06 0.19 -0.21
H -2.638770 2.214751 -0.690052 0.20 0.28 0.12
H 0.337294 5.004013 -0.523395 -0.01 -0.32 0.09
H 1.726742 3.967638 -0.086062 -0.22 0.17 -0.01
H 0.408578 4.230509 1.089769 0.07 0.09 -0.29
H -0.536276 4.060380 -2.597775 0.12 -0.24 0.14
H -0.834906 2.334152 -2.987938 0.19 0.25 0.08
H 0.841344 2.938502 -2.819840 -0.22 0.17 0.02
H 3.555428 -1.805018 -1.604537 -0.25 0.02 0.11
H 1.878764 -2.420618 -1.466284 0.24 0.09 -0.01
H 2.735558 -1.869523 -0.010283 0.12 0.03 -0.27
H 4.178346 0.738850 -1.908348 -0.18 0.12 0.16
H 3.752385 1.163589 -0.221207 -0.01 0.05 -0.28
H 3.095491 2.123808 -1.570830 0.10 -0.25 0.03
H 2.578840 -0.179348 -3.712830 -0.20 0.02 0.16
H 1.163846 0.903510 -3.514593 0.17 -0.27 0.04
H 0.945594 -0.860636 -3.433532 0.19 0.21 -0.01
C -1.978564 -0.547365 -2.253044 -0.45 -0.44 -0.93
C -3.291944 -0.045578 -2.443437 0.48 -0.24 0.31
C -4.311855 -0.953295 -2.694609 -0.08 0.36 -0.14
C -4.024369 -2.309824 -2.886514 -0.17 0.01 0.13
C -2.702339 -2.767468 -2.851366 0.64 -0.13 -0.20
C -1.659347 -1.887786 -2.594363 -0.46 0.20 0.56
O -1.061644 0.231169 -1.672373 0.16 -0.37 1.61
H 1.164384 -2.515954 1.863000 1.09 -2.70 2.19
H -3.465775 1.022621 -2.312519 -0.15 -0.33 -0.02
H -5.341265 -0.594545 -2.750516 0.30 -0.15 -0.07
H -4.834968 -3.016232 -3.080112 0.25 0.24 0.03
H -2.477913 -3.820542 -3.029859 -0.13 0.30 -0.11
H -0.610841 -2.195902 -2.585164 -0.33 -0.10 0.02
N -1.965897 -1.877502 0.497281 -0.40 0.04 0.31
C -3.259916 -2.104698 0.800200 0.38 0.51 0.07
C -3.726991 -0.971254 1.451109 0.07 0.29 0.02
C -2.659146 -0.075511 1.513123 0.28 -1.19 -0.56
N -1.566504 -0.641141 0.923435 -0.17 -0.17 0.18
H -1.331190 -2.533327 0.047061 -0.31 0.38 0.07
H -3.756611 -3.024772 0.529180 0.05 0.00 0.10
H -4.720611 -0.800340 1.822138 -0.13 -0.05 0.07
H -2.594370 0.914310 1.940005 -0.11 -0.07 0.00

---

Record 4
68
Properties=species:S:1:pos:R:3:forces:R:3 method="wB97M-V/def2-TZVPD" gap_ev="5.121 / 5.123" e_tot_ev=-68288.691 de_lowest_kcal_mol=23.4 total_charge=+4
Pb -1.922803 -0.368617 -2.086162 1.06 5.68 0.20
P 0.076333 1.153956 2.658946 0.68 -1.05 1.38
P 0.545127 2.784738 1.166748 0.17 1.48 -0.07
P 3.855256 -0.965448 -0.161624 -0.46 -0.73 1.10
H -3.754141 -3.437065 -3.475297 1.27 -0.11 -0.54
C -2.683322 -3.756990 -3.364793 1.86 0.46 -2.65
C -2.262210 -3.966792 -1.974527 -0.27 -1.59 1.52
H -3.037035 -4.228819 -1.276409 -0.44 -0.70 0.18
C -1.655512 0.921415 3.096801 -0.53 0.44 -0.66
C 0.898947 1.724875 4.165384 0.12 0.44 -0.20
C 0.785153 -0.477267 2.312976 0.23 0.05 -0.61
C 0.511166 2.407532 -0.581347 -0.38 -0.84 -0.62
C -0.721098 4.034384 1.458593 -0.30 -0.23 0.23
C 2.150767 3.561305 1.535419 0.24 -0.58 0.41
C 5.208090 -1.993950 -0.753642 0.10 0.02 0.09
C 4.424057 -0.142441 1.356848 0.58 0.27 -0.13
C 3.606062 0.231240 -1.458221 0.11 0.50 -0.39
H -2.159631 -4.331844 -4.165420 -1.41 -0.07 0.61
H -1.448640 -4.708630 -1.882584 -0.11 0.66 0.06
H -2.210814 0.406772 2.302632 0.14 0.08 0.18
H -2.136755 1.883789 3.300832 0.02 -0.12 0.03
H -1.706850 0.314755 4.011537 0.28 0.08 -0.17
H 0.624957 2.763026 4.388552 0.05 -0.17 0.11
H 1.988814 1.645846 4.065102 -0.22 0.01 0.03
H 0.564533 1.085166 4.992442 0.03 0.07 -0.17
H 0.427621 -0.878435 1.350904 0.18 0.09 0.32
H 0.484369 -1.167105 3.119399 -0.06 0.35 -0.14
H 1.887524 -0.425931 2.306189 -0.45 0.01 -0.08
H 1.125876 3.121622 -1.140784 0.00 0.11 0.31
H -0.514888 2.477350 -0.980280 0.32 -0.02 0.28
H 0.914668 1.410539 -0.791949 0.00 0.10 0.05
H -0.362346 4.997933 1.077409 -0.02 -0.15 0.02
H -0.923083 4.129905 2.529732 0.02 0.16 -0.08
H -1.650742 3.762061 0.942232 0.19 0.09 0.12
H 2.197176 4.533795 1.013933 -0.19 -0.38 0.08
H 2.984965 2.923691 1.195171 -0.32 0.25 0.11
H 2.254708 3.734467 2.616943 -0.01 0.04 -0.33
H 5.865728 -1.357147 -1.349917 0.20 -0.28 0.05
H 4.804204 -2.804416 -1.372327 0.21 0.12 0.12
H 5.750602 -2.409445 0.102456 -0.03 -0.06 -0.27
H 5.420768 0.289750 1.169707 -0.30 0.04 0.39
H 4.496886 -0.890625 2.167915 0.01 0.37 -0.37
H 3.716645 0.653203 1.652005 0.34 -0.24 -0.08
H 4.500193 0.274123 -2.070288 0.10 0.28 -0.24
H 3.408415 1.217499 -1.054126 -0.03 0.28 0.01
H 2.774469 -0.075143 -2.086292 -0.09 0.02 -0.16
C 0.509132 -2.575327 -1.302843 -0.29 -0.05 2.78
C 0.873858 -2.317654 -2.633814 -0.78 -0.33 -2.81
C -0.109540 -2.140536 -3.603752 2.33 -0.92 0.21
C -1.526217 -2.281419 -3.340507 -3.64 -1.33 -1.68
C -1.895991 -2.551708 -1.781865 0.13 -1.91 -0.17
C -0.799205 -2.230112 -0.860705 1.51 0.08 0.98
S 1.672803 -3.308748 -0.168984 -3.18 -1.60 -0.99
H 2.447859 -2.207047 -0.027474 1.72 1.96 -0.19
H 1.923280 -2.451226 -2.916530 -0.39 0.41 -0.06
H 0.219778 -1.942467 -4.632383 -0.26 -0.13 0.37
H -2.218077 -1.803812 -4.134877 1.11 -0.04 1.38
H -2.847246 -2.033485 -1.496433 -0.64 -0.94 0.38
H -1.008225 -2.359043 0.199894 -0.10 -0.13 -0.18
N -5.202836 0.351423 -1.294953 0.48 -0.56 -0.26
C -6.121013 1.069568 -0.619058 0.02 0.11 -0.06
C -5.425125 1.782870 0.350869 0.91 -0.45 -0.28
C -4.059012 1.416047 0.184179 -1.61 -0.25 -0.53
N -3.924453 0.513352 -0.819345 -1.11 0.50 0.38
H -5.351309 -0.285878 -2.087056 -0.21 0.60 0.70
H -7.199390 1.047124 -0.878172 1.00 -0.02 0.22
H -5.843077 2.456335 1.083519 0.04 -0.03 -0.11
H -3.220203 1.793114 0.749471 0.08 -0.18 -0.12